A 11-piece molecular cluster, C39H102N2O27S9 overall. Source: OMol25; level of theory: ωB97M-V/def2-TZVPD.

**Highest occupied orbital energy**: -8.6 eV
**Frontier orbital gap**: 8.37 eV
**Maximum force**: 3.554 eV/A
**SMILES**: CCOS(C)(=O)=O.CCOS(C)(=O)=O.CCOS(C)(=O)=O.CCOS(C)(=O)=O.CCOS(C)(=O)=O.CCOS(C)(=O)=O.CCOS(C)(=O)=O.CCOS(C)(=O)=O.CCOS(C)(=O)=O.CCN(CC)CC.CCN(CC)CC

Each atom is followed by the atoms it is bonded to, with distances in Å.
Cartesian coordinates (Å):
1 C 0.71975 6.04327 -2.20662  C2 1.533, H8 1.090, H9 1.090, H10 1.090
2 C 0.54115 6.09456 -3.72880  C1 1.533, O3 1.407, H11 1.090, H12 1.090
3 O -0.75728 6.54913 -4.02574  C2 1.407, S4 1.638
4 S -0.97498 7.74721 -5.12144  O3 1.638, C5 1.834, O6 1.470, O7 1.440
5 C -0.15587 9.08406 -4.16907  S4 1.834, H13 1.090, H14 1.090, H15 1.090
6 O -0.07875 7.50576 -6.26130  S4 1.470
7 O -2.39330 7.95843 -5.25728  S4 1.440
8 H 1.67472 5.63120 -1.88052  C1 1.090
9 H 0.05586 5.25912 -1.84264  C1 1.090
10 H 0.41876 6.94072 -1.66617  C1 1.090
11 H 1.32966 6.67679 -4.20560  C2 1.090
12 H 0.63862 5.09012 -4.14077  C2 1.090
13 H -0.29677 10.02962 -4.69268  C5 1.090
14 H 0.92191 8.92404 -4.19886  C5 1.090
15 H -0.40826 9.08205 -3.10870  C5 1.090
16 C -2.63838 -4.49897 -2.37210  C17 1.558, H23 1.090, H24 1.090, H25 1.090
17 C -1.13150 -4.66986 -2.73111  C16 1.558, O18 1.401, H26 1.090, H27 1.090
18 O -0.49238 -5.21762 -1.61126  C17 1.401, S19 1.646
19 S -0.29564 -6.84473 -1.46029  O18 1.646, C20 1.794, O21 1.456, O22 1.454
20 C 1.07712 -7.14408 -2.57655  S19 1.794, H28 1.090, H29 1.090, H30 1.090
21 O 0.18652 -7.00122 -0.09564  S19 1.456
22 O -1.51449 -7.52162 -1.87153  S19 1.454
23 H -3.10527 -5.47720 -2.25728  C16 1.090
24 H -3.15702 -4.01074 -3.19718  C16 1.090
25 H -2.75197 -3.87646 -1.48458  C16 1.090
26 H -1.09015 -5.30974 -3.61256  C17 1.090
27 H -0.65692 -3.70910 -2.93061  C17 1.090
28 H 0.85728 -6.69941 -3.54714  C20 1.090
29 H 1.26681 -8.20530 -2.73757  C20 1.090
30 H 1.92470 -6.61656 -2.13901  C20 1.090
31 C -1.10175 -0.66192 4.39976  C32 1.521, H38 1.090, H39 1.090, H40 1.090
32 C 0.14070 -0.16730 5.12499  C31 1.521, O33 1.442, H41 1.090, H42 1.090
33 O 0.23341 -0.94392 6.33694  C32 1.442, S34 1.655
34 S 1.71388 -0.91611 7.07650  O33 1.655, C35 1.849, O36 1.458, O37 1.459
35 C 1.74238 0.84665 7.63489  S34 1.849, H43 1.090, H44 1.090, H45 1.090
36 O 1.61402 -1.78520 8.24309  S34 1.458
37 O 2.73279 -1.14540 6.05817  S34 1.459
38 H -1.08394 -1.74629 4.29064  C31 1.090
39 H -1.20817 -0.23181 3.40388  C31 1.090
40 H -1.95248 -0.33002 4.99493  C31 1.090
41 H 1.00422 -0.28570 4.47047  C32 1.090
42 H 0.00446 0.87926 5.39746  C32 1.090
43 H 2.38312 0.89969 8.51508  C35 1.090
44 H 0.71988 1.12418 7.89093  C35 1.090
45 H 2.07408 1.49877 6.82692  C35 1.090
46 C 2.27221 -3.34265 -2.46013  C47 1.550, H53 1.090, H54 1.090, H55 1.090
47 C 2.82700 -4.15609 -3.65763  C46 1.550, O48 1.453, H56 1.090, H57 1.090
48 O 3.11294 -3.21986 -4.73071  C47 1.453, S49 1.649
49 S 4.33544 -3.47272 -5.80844  O48 1.649, C50 1.884, O51 1.461, O52 1.485
50 C 5.77424 -3.01095 -4.68394  S49 1.884, H58 1.090, H59 1.090, H60 1.090
51 O 4.47237 -4.89638 -6.10692  S49 1.461
52 O 4.21043 -2.48519 -6.91104  S49 1.485
53 H 3.04403 -2.71816 -2.01021  C46 1.090
54 H 1.97850 -4.02947 -1.66635  C46 1.090
55 H 1.44566 -2.64648 -2.60245  C46 1.090
56 H 3.68059 -4.77578 -3.38288  C47 1.090
57 H 2.05045 -4.83840 -4.00331  C47 1.090
58 H 6.69274 -3.12501 -5.25965  C50 1.090
59 H 5.78323 -3.61307 -3.77538  C50 1.090
60 H 5.64257 -1.96668 -4.40066  C50 1.090
61 C -4.88973 -2.23912 1.36740  C62 1.550, H68 1.090, H69 1.090, H70 1.090
62 C -6.40991 -2.23035 1.67061  C61 1.550, O63 1.431, H71 1.090, H72 1.090
63 O -7.25556 -2.23221 0.51674  C62 1.431, S64 1.678
64 S -8.90711 -2.37166 0.78042  O63 1.678, C65 1.884, O66 1.457, O67 1.476
65 C -9.31097 -0.53319 0.86755  S64 1.884, H73 1.090, H74 1.090, H75 1.090
66 O -9.49463 -2.90867 -0.44046  S64 1.457
67 O -9.10814 -2.99023 2.10517  S64 1.476
68 H -4.57036 -3.26018 1.15879  C61 1.090
69 H -4.17394 -1.89830 2.11545  C61 1.090
70 H -4.76674 -1.63482 0.46861  C61 1.090
71 H -6.70354 -3.10749 2.24725  C62 1.090
72 H -6.56808 -1.34083 2.28039  C62 1.090
73 H -8.65130 -0.07944 1.60718  C65 1.090
74 H -10.36974 -0.39325 1.08551  C65 1.090
75 H -9.08391 -0.07280 -0.09400  C65 1.090
76 C 5.10456 -0.84970 3.77993  C77 1.563, H83 1.090, H84 1.090, H85 1.090
77 C 4.73340 -0.16772 2.42378  C76 1.563, O78 1.412, H86 1.090, H87 1.090
78 O 4.91455 -1.10352 1.38167  C77 1.412, S79 1.663
79 S 5.57305 -0.52321 -0.03120  O78 1.663, C80 1.823, O81 1.492, O82 1.475
80 C 7.34551 -0.68198 0.36504  S79 1.823, H88 1.090, H89 1.090, H90 1.090
81 O 5.25347 -1.50614 -1.10664  S79 1.492
82 O 5.19733 0.89008 -0.22399  S79 1.475
83 H 4.26732 -1.49074 4.05593  C76 1.090
84 H 5.31000 -0.15732 4.59632  C76 1.090
85 H 5.95714 -1.51923 3.66616  C76 1.090
86 H 3.75241 0.29334 2.53867  C77 1.090
87 H 5.44319 0.65375 2.32640  C77 1.090
88 H 7.56165 -1.74144 0.50260  C80 1.090
89 H 7.52825 -0.07518 1.25188  C80 1.090
90 H 7.88473 -0.26035 -0.48324  C80 1.090
91 C 4.22211 0.39856 -3.82233  C92 1.517, H98 1.090, H99 1.090, H100 1.090
92 C 2.96530 1.23861 -3.70061  C91 1.517, O93 1.421, H101 1.090, H102 1.090
93 O 1.82327 0.40666 -3.55223  C92 1.421, S94 1.670
94 S 0.57715 0.46616 -4.66255  O93 1.670, C95 1.869, O96 1.470, O97 1.465
95 C 1.48543 0.14604 -6.26458  S94 1.869, H103 1.090, H104 1.090, H105 1.090
96 O -0.28968 -0.69483 -4.41693  S94 1.470
97 O 0.06715 1.83913 -4.66765  S94 1.465
98 H 4.43852 0.17207 -4.86635  C91 1.090
99 H 4.08427 -0.53497 -3.27678  C91 1.090
100 H 5.06615 0.87517 -3.32378  C91 1.090
101 H 3.10982 1.81424 -2.78637  C92 1.090
102 H 2.84271 1.97737 -4.49264  C92 1.090
103 H 0.80508 -0.26593 -7.00991  C95 1.090
104 H 2.27041 -0.61006 -6.24925  C95 1.090
105 H 1.79425 1.12817 -6.62257  C95 1.090
106 C -2.62733 2.06316 1.57399  C107 1.527, H113 1.090, H114 1.090, H115 1.090
107 C -3.00142 3.32015 0.79133  C106 1.527, O108 1.430, H116 1.090, H117 1.090
108 O -2.67837 3.11802 -0.58699  C107 1.430, S109 1.646
109 S -3.96672 2.95888 -1.59951  O108 1.646, C110 1.819, O111 1.440, O112 1.424
110 C -3.06843 2.44362 -3.09535  S109 1.819, H118 1.090, H119 1.090, H120 1.090
111 O -4.69094 1.78664 -1.18239  S109 1.440
112 O -4.64339 4.19827 -1.77956  S109 1.424
113 H -3.28102 1.19377 1.50354  C106 1.090
114 H -2.69860 2.20377 2.65254  C106 1.090
115 H -1.70466 1.60916 1.21251  C106 1.090
116 H -4.06616 3.46323 0.97562  C107 1.090
117 H -2.63988 4.25422 1.22134  C107 1.090
118 H -2.57663 1.50429 -2.84256  C110 1.090
119 H -2.34658 3.21876 -3.35262  C110 1.090
120 H -3.72787 2.34860 -3.95802  C110 1.090
121 C -1.61917 -3.84915 2.45123  C122 1.549, H128 1.090, H129 1.090, H130 1.090
122 C -2.01589 -5.26745 1.97082  C121 1.549, O123 1.422, H131 1.090, H132 1.090
123 O -3.23834 -5.68003 2.56825  C122 1.422, S124 1.662
124 S -4.28039 -6.60841 1.66562  O123 1.662, C125 1.845, O126 1.455, O127 1.456
125 C -3.12227 -8.00510 1.33090  S124 1.845, H133 1.090, H134 1.090, H135 1.090
126 O -5.30696 -7.07863 2.58354  S124 1.455
127 O -4.67918 -5.94831 0.43090  S124 1.456
128 H -2.40692 -3.17045 2.12425  C121 1.090
129 H -0.72101 -3.55584 1.90775  C121 1.090
130 H -1.54910 -3.74552 3.53402  C121 1.090
131 H -2.06955 -5.24898 0.88230  C122 1.090
132 H -1.24076 -5.98742 2.23335  C122 1.090
133 H -3.71178 -8.92193 1.33194  C125 1.090
134 H -2.36037 -8.02070 2.11024  C125 1.090
135 H -2.73047 -7.76428 0.34267  C125 1.090
136 C 0.93180 2.40176 -0.40250  C137 1.561, H143 1.090, H144 1.090, H145 1.090
137 C 1.31293 0.88928 -0.34249  C136 1.561, N138 1.488, H146 1.090, H147 1.090
138 N 0.18403 0.02218 0.09021  C137 1.488, C139 1.458, C141 1.466
139 C -0.79659 -0.10596 -0.98130  N138 1.458, C140 1.560, H148 1.090, H149 1.090
140 C -2.01400 -1.02801 -0.66160  C139 1.560, H150 1.090, H151 1.090, H152 1.090
141 C 0.53408 -1.31414 0.58233  N138 1.466, C142 1.541, H153 1.090, H154 1.090
142 C 1.57103 -1.39939 1.71959  C141 1.541, H155 1.090, H156 1.090, H157 1.090
143 H 0.36623 2.65295 -1.29979  C136 1.090
144 H 1.86775 2.96016 -0.38633  C136 1.090
145 H 0.36907 2.75447 0.46181  C136 1.090
146 H 1.83778 0.53696 -1.23047  C137 1.090
147 H 2.07520 0.82781 0.43422  C137 1.090
148 H -1.21158 0.87260 -1.22282  C139 1.090
149 H -0.27284 -0.48800 -1.85755  C139 1.090
150 H -1.70778 -2.06570 -0.79400  C140 1.090
151 H -2.51336 -0.79370 0.27851  C140 1.090
152 H -2.81419 -0.85363 -1.38090  C140 1.090
153 H 0.80273 -2.03060 -0.19396  C141 1.090
154 H -0.33788 -1.64868 1.14437  C141 1.090
155 H 1.25815 -2.08751 2.50490  C142 1.090
156 H 1.65915 -0.45688 2.25998  C142 1.090
157 H 2.57075 -1.69896 1.40511  C142 1.090
158 C 1.32594 7.30520 1.96609  C159 1.524, H165 1.090, H166 1.090, H167 1.090
159 C 0.36742 6.13608 2.16118  C158 1.524, N160 1.479, H168 1.090, H169 1.090
160 N 0.44974 5.44349 3.46512  C159 1.479, C161 1.479, C163 1.425
161 C 1.75449 4.79542 3.72296  N160 1.479, C162 1.542, H170 1.090, H171 1.090
162 C 2.39387 3.87909 2.66077  C161 1.542, H172 1.090, H173 1.090, H174 1.090
163 C -0.66444 4.55962 3.54980  N160 1.425, C164 1.576, H175 1.090, H176 1.090
164 C -0.91214 4.00728 5.00461  C163 1.576, H177 1.090, H178 1.090, H179 1.090
165 H 1.22256 8.05330 2.75208  C158 1.090
166 H 1.13115 7.84965 1.04212  C158 1.090
167 H 2.38441 7.05110 1.90972  C158 1.090
168 H -0.65276 6.50898 2.07024  C159 1.090
169 H 0.47231 5.35000 1.41341  C159 1.090
170 H 2.49917 5.56409 3.92959  C161 1.090
171 H 1.67159 4.11032 4.56669  C161 1.090
172 H 2.50812 4.31896 1.67003  C162 1.090
173 H 3.38963 3.55486 2.96316  C162 1.090
174 H 1.75964 2.99369 2.61715  C162 1.090
175 H -0.33382 3.74938 2.89995  C163 1.090
176 H -1.56104 5.05071 3.17156  C163 1.090
177 H -0.92950 4.78143 5.77173  C164 1.090
178 H -0.17961 3.27760 5.34967  C164 1.090
179 H -1.87676 3.50443 5.07366  C164 1.090